Entry 1:
{"formula": "C2H4F2S", "method": "wB97M-V/def2-TZVPD", "species": ["C", "C", "F", "F", "S", "H", "H", "H", "H"], "xyz": [[0.4949, 1.2815, 0.2859], [-0.1830, -1.0279, 0.3078], [-0.6215, -1.3803, 1.4922], [0.9940, -1.6262, -0.0858], [-1.5941, -1.1858, -0.9161], [0.3966, 1.7383, 1.2913], [1.4839, 1.0946, 0.0743], [-0.0834, 1.7172, -0.6659], [-0.8874, -0.6115, -1.7837]], "forces_ev_per_angstrom": [[-3.57, -1.50, -1.11], [0.48, 3.75, -1.93], [0.68, -0.54, 0.26], [-1.66, 0.15, 0.94], [0.02, -1.25, 2.69], [-0.56, -0.35, -0.87], [2.18, -0.50, -0.61], [1.11, -0.95, 2.63], [1.32, 1.19, -2.01]], "e_homo_ev": -8.85, "energy_ev": -18405.3993, "de_lowest_ev": 3.793, "max_force_ev_per_a": 4.248}



Entry 2:
{"formula": "C46H35BrFNO18S", "method": "wB97M-V/def2-TZVPD", "species": ["C", "C", "O", "O", "C", "C", "N", "Br", "S", "O", "O", "F", "H", "H", "H", "H", "H", "H", "H", "C", "C", "C", "O", "C", "C", "C", "O", "H", "H", "H", "H", "C", "C", "C", "O", "C", "C", "C", "O", "H", "H", "H", "H", "C", "C", "C", "O", "C", "C", "C", "O", "H", "H", "H", "H", "C", "C", "C", "O", "C", "C", "C", "O", "H", "H", "H", "H", "C", "C", "C", "O", "C", "C", "C", "O", "H", "H", "H", "H", "C", "C", "C", "O", "C", "C", "C", "O", "H", "H", "H", "H", "C", "C", "C", "O", "C", "C", "C", "O", "H", "H", "H", "H"], "xyz": [[6.8121, -1.2646, 3.3833], [6.3855, -0.5143, 2.1435], [6.0175, -1.0764, 1.1427], [6.4273, 0.8528, 2.2528], [5.1621, 1.4816, 2.2364], [4.2556, 1.0900, 3.4212], [2.8163, 1.1090, 3.0100], [1.7980, 1.5677, 4.5614], [2.2628, -0.4402, 2.6219], [0.8724, -0.3351, 2.3502], [2.6427, -1.3974, 3.5941], [2.9798, -0.7365, 1.3062], [7.8478, -1.5606, 3.2629], [6.7592, -0.5987, 4.2351], [6.1587, -2.1179, 3.5022], [5.3369, 2.5458, 2.3044], [4.6185, 1.3166, 1.3078], [4.5334, 0.1634, 3.9169], [4.3444, 1.8689, 4.1625], [4.3651, -6.0873, -0.0022], [4.3634, -6.4100, -1.2918], [4.9909, -5.5302, -2.3057], [4.9864, -5.8238, -3.4847], [5.6189, -4.2768, -1.8271], [5.6190, -3.9516, -0.5377], [4.9946, -4.8328, 0.4773], [4.9959, -4.5420, 1.6545], [3.9101, -6.7167, 0.7522], [3.9065, -7.3209, -1.6588], [6.0694, -3.6471, -2.5835], [6.0677, -3.0397, -0.1684], [-3.5001, 1.3583, -0.8799], [-4.3724, 0.8828, 0.0030], [-3.9154, 0.1044, 1.1838], [-4.7045, -0.3358, 1.9918], [-2.4562, -0.1158, 1.3362], [-1.5878, 0.3635, 0.4536], [-2.0438, 1.1340, -0.7209], [-1.2555, 1.5759, -1.5340], [-3.8015, 1.9276, -1.7511], [-5.4400, 1.0344, -0.0918], [-2.1416, -0.6836, 2.2033], [-0.5208, 0.2158, 0.5545], [-1.0946, -4.4242, -2.6766], [-0.1397, -3.9858, -1.8634], [1.2897, -4.2185, -2.1648], [2.1611, -3.8195, -1.4194], [1.6176, -4.9562, -3.4083], [0.6641, -5.3963, -4.2251], [-0.7721, -5.1635, -3.9227], [-1.6456, -5.5586, -4.6638], [-2.1440, -4.2608, -2.4679], [-0.3585, -3.4436, -0.9519], [2.6690, -5.1125, -3.6112], [0.8842, -5.9368, -5.1368], [-5.3215, -1.8987, -3.3267], [-6.1819, -1.7354, -4.3276], [-5.7550, -1.1437, -5.6217], [-6.5391, -0.9928, -6.5315], [-4.3314, -0.7431, -5.7553], [-3.4713, -0.9066, -4.7540], [-3.9000, -1.4980, -3.4629], [-3.1134, -1.6467, -2.5511], [-5.6114, -2.3270, -2.3753], [-7.2231, -2.0214, -4.2505], [-4.0403, -0.3147, -6.7058], [-2.4293, -0.6202, -4.8304], [-0.9163, 4.2495, -3.3089], [-0.5890, 3.1235, -3.9356], [-0.2453, 3.1211, -5.3790], [0.0489, 2.0950, -5.9549], [-0.2778, 4.4216, -6.0961], [-0.6051, 5.5468, -5.4669], [-0.9499, 5.5490, -4.0218], [-1.2469, 6.5760, -3.4498], [-1.1707, 4.2694, -2.2567], [-0.5596, 2.1700, -3.4262], [-0.0234, 4.3977, -7.1483], [-0.6363, 6.5051, -5.9696], [-3.4735, 0.3713, 5.0008], [-2.2575, 0.9011, 4.8908], [-1.7269, 1.8264, 5.9182], [-0.6184, 2.3152, 5.8092], [-2.5934, 2.1433, 7.0773], [-3.8078, 1.6144, 7.1919], [-4.3445, 0.6855, 6.1625], [-5.4498, 0.2055, 6.2706], [-3.8847, -0.3032, 4.2590], [-1.6033, 0.6884, 4.0533], [-2.1829, 2.8224, 7.8139], [-4.4585, 1.8314, 8.0294], [-1.6045, 6.1536, 2.5962], [-2.5266, 5.2025, 2.4760], [-2.1462, 3.7882, 2.2403], [-2.9900, 2.9218, 2.1308], [-0.6991, 3.4742, 2.1444], [0.2227, 4.4246, 2.2653], [-0.1559, 5.8396, 2.5016], [0.6833, 6.7052, 2.6144], [-1.8600, 7.1913, 2.7678], [-3.5870, 5.4102, 2.5431], [-0.4394, 2.4355, 1.9739], [1.2827, 4.2146, 2.1993]], "forces_ev_per_angstrom": [[0.04, 0.84, -0.30], [-0.32, -1.02, -0.47], [0.13, 0.75, 0.45], [0.07, -0.16, 0.41], [-0.77, 0.09, -0.24], [0.23, 0.52, -0.29], [0.68, -0.64, 0.32], [-0.26, 0.16, -0.52], [-1.95, -0.18, 1.59], [0.03, 0.31, -0.69], [0.93, -0.20, -0.23], [0.59, 0.35, -0.31], [0.15, -0.29, 0.00], [0.00, -0.01, 0.25], [0.05, -0.29, -0.01], [0.27, 0.20, -0.10], [0.16, -0.26, -0.23], [-0.06, -0.25, -0.13], [0.03, 0.10, 0.26], [-0.04, -0.10, -0.04], [-0.03, -0.07, 0.08], [0.07, 0.10, 0.02], [-0.05, -0.02, -0.01], [0.02, -0.03, 0.04], [0.10, 0.05, -0.06], [-0.06, 0.09, 0.02], [0.02, -0.03, 0.03], [0.01, 0.03, 0.03], [0.02, 0.01, -0.05], [-0.01, -0.02, -0.03], [-0.04, 0.04, 0.07], [-0.07, -0.03, -0.02], [0.05, -0.03, -0.01], [0.03, 0.08, -0.03], [-0.04, -0.03, 0.01], [-0.01, -0.03, 0.00], [0.09, -0.10, -0.06], [-0.11, -0.01, -0.06], [-0.02, -0.04, 0.25], [0.01, 0.01, 0.00], [-0.01, -0.01, 0.05], [0.00, -0.04, -0.02], [0.00, -0.02, -0.02], [-0.09, 0.00, 0.04], [-0.08, 0.03, 0.06], [0.02, 0.04, 0.03], [0.08, -0.03, -0.01], [0.05, -0.04, -0.08], [-0.02, 0.02, 0.06], [0.06, 0.01, 0.00], [-0.04, 0.00, -0.03], [-0.01, 0.00, -0.05], [0.02, 0.01, 0.00], [0.00, 0.00, -0.03], [-0.03, 0.00, -0.01], [-0.04, -0.01, 0.01], [0.01, -0.01, 0.05], [0.01, 0.00, -0.02], [-0.03, 0.01, -0.02], [0.04, 0.01, 0.02], [0.02, 0.03, -0.03], [0.02, 0.03, -0.07], [0.05, -0.02, 0.14], [0.04, 0.00, 0.01], [-0.01, 0.01, -0.04], [-0.03, -0.01, -0.02], [0.00, -0.01, 0.03], [-0.01, -0.01, 0.00], [0.09, -0.07, -0.15], [-0.01, 0.06, 0.02], [-0.03, -0.03, -0.03], [0.00, 0.05, -0.02], [0.01, -0.03, -0.05], [0.00, 0.00, 0.03], [-0.01, 0.03, 0.00], [0.00, 0.00, 0.00], [0.01, 0.10, -0.09], [0.01, -0.04, 0.00], [-0.01, 0.02, 0.04], [0.05, -0.06, -0.02], [-0.03, -0.02, 0.01], [-0.03, -0.05, -0.13], [-0.03, 0.12, 0.25], [-0.02, 0.04, 0.05], [0.03, 0.03, 0.01], [0.03, 0.01, -0.03], [-0.04, -0.02, 0.03], [-0.05, 0.04, 0.00], [0.04, 0.03, 0.02], [0.03, 0.00, -0.02], [-0.03, -0.03, -0.01], [-0.06, -0.02, 0.00], [0.01, 0.04, 0.01], [0.05, 0.04, 0.02], [-0.04, -0.01, 0.03], [0.01, -0.08, -0.02], [-0.01, -0.05, -0.02], [0.02, 0.01, 0.00], [0.02, 0.02, 0.01], [0.04, 0.01, 0.00], [-0.01, -0.04, -0.01], [-0.02, 0.00, 0.03], [0.01, 0.02, 0.02]], "e_homo_ev": -10.04, "energy_ev": -170200.4292, "max_force_ev_per_a": 2.526}



Entry 3:
{"formula": "C32H42BCoN6OS", "method": "wB97M-V/def2-TZVPD", "species": ["Co", "C", "C", "C", "C", "C", "C", "N", "N", "B", "N", "C", "C", "C", "N", "C", "C", "C", "N", "C", "C", "C", "N", "C", "C", "C", "H", "H", "H", "H", "H", "H", "H", "H", "H", "H", "H", "H", "H", "H", "H", "H", "H", "H", "H", "H", "H", "H", "H", "H", "H", "H", "H", "H", "O", "S", "C", "C", "C", "C", "C", "C", "C", "C", "C", "C", "C", "C", "C", "C", "H", "H", "H", "H", "H", "H", "H", "H", "H", "H", "H", "H", "H", "H"], "xyz": [[-1.3855, 0.7662, -0.6728], [0.9623, 0.0696, -3.8758], [-0.3222, -0.7594, -3.9536], [-0.3313, -1.8848, -2.9217], [-1.5147, 0.1402, -3.8188], [-2.3665, 0.5969, -4.8264], [-3.2340, 1.4658, -4.1960], [-2.9241, 1.5109, -2.8962], [-1.8682, 0.6871, -2.6534], [-3.5552, 2.3873, -1.7858], [-4.1032, 1.4688, -0.6677], [-5.3541, 1.3582, -0.2100], [-5.3745, 0.4047, 0.7895], [-4.0547, -0.0365, 0.8945], [-3.2960, 0.6095, 0.0072], [-3.4766, -1.0684, 1.8164], [-2.8888, -2.2349, 1.0196], [-2.4655, -0.4351, 2.7752], [-2.4588, 3.3079, -1.1968], [-2.3961, 4.6431, -1.1823], [-1.2120, 5.0216, -0.5810], [-0.5768, 3.8252, -0.2419], [-1.3391, 2.7963, -0.6205], [0.7375, 3.6322, 0.4557], [0.5314, 2.9847, 1.8260], [1.7205, 2.8353, -0.4039], [1.8433, -0.5669, -3.9728], [0.9902, 0.8235, -4.6627], [1.0217, 0.5921, -2.9170], [-0.3823, -1.2060, -4.9484], [-0.2782, -1.4740, -1.9109], [-1.2352, -2.4899, -2.9981], [0.5347, -2.5350, -3.0627], [-2.3416, 0.3318, -5.8690], [-4.0507, 2.0543, -4.5801], [-4.4414, 3.0464, -2.2424], [-6.1418, 1.9622, -0.6288], [-6.2200, 0.0735, 1.3670], [-4.3068, -1.4519, 2.4131], [-2.1286, -1.8861, 0.3150], [-2.4265, -2.9672, 1.6832], [-3.6630, -2.7359, 0.4383], [-1.6529, 0.0500, 2.2272], [-2.9390, 0.3291, 3.3918], [-2.0345, -1.1909, 3.4344], [-3.1967, 5.2305, -1.6004], [-0.8536, 6.0213, -0.4075], [1.1511, 4.6311, 0.6097], [0.0950, 1.9893, 1.7116], [1.4839, 2.8830, 2.3498], [-0.1407, 3.5769, 2.4474], [1.3549, 1.8192, -0.5677], [1.8697, 3.3072, -1.3756], [2.6893, 2.7594, 0.0937], [0.1329, -0.2041, 0.1513], [0.5034, -1.2802, 1.1810], [1.7527, -0.4780, 2.2011], [2.2799, -1.4444, 3.2250], [1.4246, -1.9827, 4.1841], [1.9034, -2.8899, 5.1165], [3.2424, -3.2565, 5.1025], [4.1009, -2.7119, 4.1579], [3.6207, -1.8121, 3.2175], [1.4743, -2.5264, 0.3121], [2.8018, -2.1280, -0.2687], [3.9123, -2.9273, -0.0128], [5.1491, -2.6036, -0.5493], [5.2905, -1.4687, -1.3358], [4.1873, -0.6682, -1.5949], [2.9458, -1.0006, -1.0718], [1.2122, 0.3547, 2.6544], [2.5236, -0.0863, 1.5373], [0.3820, -1.6834, 4.2071], [1.2350, -3.3023, 5.8606], [3.6183, -3.9587, 5.8346], [5.1480, -2.9848, 4.1550], [4.2905, -1.3878, 2.4796], [0.7777, -2.9057, -0.4402], [1.5908, -3.3105, 1.0651], [3.8095, -3.8054, 0.6143], [6.0034, -3.2371, -0.3501], [6.2566, -1.2123, -1.7498], [4.2888, 0.2140, -2.2142], [2.0871, -0.3812, -1.2866]], "forces_ev_per_angstrom": [[-0.08, 0.01, 0.04], [0.01, 0.01, 0.00], [-0.02, -0.02, 0.00], [0.02, 0.00, 0.01], [-0.02, -0.07, 0.00], [0.02, 0.04, -0.01], [-0.02, -0.02, 0.01], [-0.01, -0.03, 0.00], [0.03, 0.07, 0.03], [-0.03, 0.00, -0.03], [0.00, -0.01, 0.02], [0.00, -0.01, -0.01], [0.00, 0.03, 0.02], [-0.01, -0.05, 0.00], [0.02, 0.06, -0.05], [0.00, 0.01, 0.00], [0.01, -0.01, 0.00], [0.00, 0.02, 0.01], [0.03, -0.03, 0.00], [0.00, 0.00, 0.00], [-0.01, 0.02, 0.01], [-0.01, -0.01, -0.01], [0.03, 0.00, 0.04], [0.02, 0.01, -0.02], [-0.01, 0.00, 0.00], [0.00, -0.03, 0.00], [-0.01, 0.00, 0.00], [0.00, 0.00, 0.00], [-0.01, 0.01, -0.01], [0.01, 0.00, 0.00], [0.00, -0.02, -0.02], [-0.01, 0.00, 0.00], [-0.01, 0.00, 0.00], [0.00, 0.01, 0.01], [0.01, -0.01, 0.00], [0.01, 0.00, 0.00], [0.00, -0.01, 0.01], [0.00, 0.01, -0.01], [0.00, -0.01, 0.00], [0.00, -0.01, 0.00], [-0.01, 0.00, 0.00], [0.00, 0.00, 0.00], [-0.02, 0.00, 0.01], [-0.01, 0.00, 0.00], [0.00, 0.01, -0.01], [0.01, 0.00, 0.00], [0.00, -0.01, 0.00], [0.00, 0.01, 0.00], [-0.02, 0.03, -0.01], [0.00, 0.01, 0.00], [0.00, 0.00, 0.00], [0.01, 0.00, 0.00], [0.00, 0.00, 0.01], [0.00, 0.01, 0.00], [0.09, -0.03, -0.08], [-0.06, 0.02, 0.05], [-0.01, 0.02, 0.01], [-0.01, -0.02, -0.03], [0.00, -0.01, -0.01], [0.00, 0.01, 0.00], [0.01, 0.00, 0.00], [0.00, -0.01, 0.01], [-0.01, -0.01, -0.01], [0.01, -0.04, -0.01], [0.00, 0.01, 0.03], [0.01, 0.01, 0.04], [0.01, 0.01, 0.00], [0.01, -0.01, 0.00], [-0.03, -0.01, 0.00], [0.01, 0.01, -0.01], [0.04, -0.02, 0.01], [0.01, 0.00, 0.00], [0.01, 0.00, 0.00], [0.00, 0.00, 0.00], [0.00, 0.00, 0.00], [-0.01, 0.00, 0.00], [0.00, -0.01, -0.01], [-0.01, 0.02, 0.00], [0.02, -0.01, -0.02], [0.00, 0.00, -0.01], [0.00, 0.01, 0.00], [0.00, 0.00, 0.00], [0.00, 0.00, 0.00], [0.01, -0.01, 0.00]], "e_homo_ev": [-11.54, -11.54], "s_squared": 3.7559, "multiplicity": 4, "energy_ev": -93991.4250, "de_lowest_ev": 0.000, "total_charge": 1, "max_force_ev_per_a": 0.121}



Entry 4:
{"formula": "C14H12Cl2N5O6SSc", "method": "wB97M-V/def2-TZVPD", "species": ["Sc", "Cl", "C", "C", "C", "Cl", "C", "C", "C", "C", "N", "C", "C", "O", "H", "H", "H", "H", "O", "C", "O", "H", "C", "C", "C", "N", "N", "C", "N", "S", "H", "H", "H", "H", "H", "H", "H", "O", "N", "O", "O"], "xyz": [[0.3485, 0.3009, -0.5996], [-0.4250, -1.0157, 4.0565], [0.7894, 0.0917, 3.5777], [1.4324, 0.7761, 4.5476], [2.1589, 1.9266, 4.2695], [2.9964, 2.7409, 5.4745], [2.2316, 2.4305, 2.9623], [2.5773, 3.7347, 2.6103], [2.5310, 4.0674, 1.2876], [2.4122, 3.1114, 0.2847], [1.9082, 1.9046, 0.5539], [1.7891, 1.5670, 1.8476], [1.0315, 0.4096, 2.2124], [0.3579, -0.2857, 1.3155], [1.3559, 0.4603, 5.5788], [2.6641, 4.4522, 3.4389], [2.7129, 5.0938, 0.9864], [2.4051, 3.4551, -0.7729], [-0.4815, 2.1314, -1.6086], [-1.4924, 2.1882, -0.8513], [-1.6336, 1.4517, 0.1258], [-2.1730, 3.1202, -1.0712], [-2.7986, -4.0519, -4.1869], [-3.0621, -2.5889, -3.8905], [-2.6402, -2.0667, -2.5251], [-1.7263, -1.1443, -2.3601], [-1.2091, -1.1308, -1.0975], [-1.7773, -2.0500, -0.2915], [-1.2451, -2.5107, 0.8429], [-3.1865, -2.7590, -1.0560], [-1.9302, -4.3483, -4.7341], [-3.6707, -4.5420, -4.6386], [-2.6853, -4.6771, -3.2909], [-4.0943, -2.4379, -4.0026], [-2.6144, -1.9240, -4.6088], [-0.5368, -1.9533, 1.2288], [-1.8699, -3.0219, 1.4777], [3.4925, -0.9800, -2.3014], [2.4093, -0.7590, -1.8073], [1.6661, 0.1642, -2.2374], [1.9822, -1.3313, -0.7470]], "forces_ev_per_angstrom": [[-0.24, 1.28, 0.06], [-0.12, -0.57, -0.25], [0.18, 0.44, -2.54], [1.52, 1.79, 1.68], [-0.86, -1.25, -0.85], [0.58, 0.74, 1.34], [-0.38, -1.59, -1.77], [-0.65, 0.19, 0.62], [1.49, 1.09, -0.02], [-2.00, -0.25, -0.87], [0.14, 0.09, -0.56], [0.13, 0.42, 2.78], [-1.60, -1.08, 0.87], [0.75, 0.28, -0.32], [-0.06, 0.02, 0.06], [0.29, -0.13, -0.70], [0.01, -0.09, 0.01], [0.26, -0.64, 0.79], [0.54, -0.97, -0.21], [-0.22, 2.90, -0.60], [-0.15, -0.73, 0.42], [0.54, -1.78, 0.50], [-0.65, -1.63, 1.06], [0.66, 0.67, 0.65], [0.97, 1.12, -1.07], [-0.37, -1.49, -0.75], [-0.92, -1.45, 1.14], [0.06, 0.57, -1.32], [-2.21, -1.03, -0.14], [0.68, -0.65, 0.84], [0.63, 0.53, -0.72], [0.20, 0.43, -0.33], [-0.05, 0.47, 0.32], [-1.63, 0.29, -0.04], [0.40, 0.19, -0.30], [1.28, 1.06, 1.07], [0.70, 0.42, -0.45], [-1.10, -0.26, 0.32], [1.98, -0.41, 0.62], [-0.61, 0.70, -0.81], [-0.19, 0.32, -0.52]], "e_homo_ev": -7.89, "energy_ev": -91030.3904, "de_lowest_ev": 0.000, "max_force_ev_per_a": 2.970}